# 1
{
  "formula": "C4H3CuFO6",
  "method": "the ωB97M-V functional and the def2-TZVPD basis",
  "elements": ["O", "C", "O", "O", "C", "O", "C", "C", "O", "O", "F", "H", "H", "H", "Cu"],
  "coordinates": [[2.812878, -1.013787, -0.672380], [2.670398, 0.147873, -0.255362], [3.259895, 0.823535, 0.584608], [1.404938, 0.661581, -0.646217], [0.533637, 1.227617, 0.260323], [-1.951896, 0.270385, 0.713630], [-2.624430, -0.908192, 0.390054], [-0.723431, 0.412800, 0.049781], [-2.027841, -1.792491, -0.273713], [-3.775811, -0.950291, 0.839102], [0.365707, 2.558423, -0.102958], [0.847803, 1.190734, 1.309604], [-1.011331, 0.609423, -0.999687], [-0.258221, -0.522598, 0.426587], [0.477703, -2.715013, -1.623373]],
  "forces_ev_per_a": [[0.8, 0.4, -0.6], [-1.1, -1.5, 1.8], [1.0, 0.4, -0.1], [-1.2, 0.7, -0.6], [-0.3, 0.4, 0.6], [-0.2, 2.3, 1.3], [-0.4, -1.5, -0.3], [0.3, -2.0, -0.6], [0.2, 0.6, 0.1], [-0.3, 0.3, 0.2], [-0.1, 0.8, 0.2], [0.5, 0.2, -0.2], [0.8, -1.0, 0.0], [0.1, -0.3, -1.9], [0.0, 0.3, 0.2]],
  "relative_energy_kcal_mol": 13.0,
  "charge": -2,
  "multiplicity": 2,
  "gap_ev": [6.30, 7.77]
}

# 2
{
  "formula": "C4H3F3",
  "method": "the ωB97M-V functional and the def2-TZVPD basis",
  "elements": ["C", "C", "C", "F", "C", "F", "F", "H", "H", "H"],
  "coordinates": [[-1.409101, -0.086249, 0.081938], [0.057747, -0.156922, -0.113573], [0.999975, -1.036957, 0.138130], [1.407747, -2.253759, 0.201206], [1.104706, 0.824536, -0.167078], [1.610892, 1.386943, -1.293206], [1.527007, 1.534059, 0.850606], [-1.774814, -0.917837, 0.776856], [-1.900883, -0.215451, -0.817921], [-1.623279, 0.921633, 0.343043]],
  "forces_ev_per_a": [[0.2, -1.2, 1.1], [-1.7, -1.7, 1.4], [1.6, 5.2, -1.9], [-0.3, -0.8, 0.4], [2.3, -3.5, -0.4], [-0.8, -0.5, 0.7], [-0.1, 0.6, 0.6], [0.5, 1.6, -0.7], [-1.2, -0.5, -2.0], [-0.6, 0.7, 1.0]],
  "relative_energy_kcal_mol": 73.8,
  "charge": 0,
  "multiplicity": 1,
  "gap_ev": 9.18
}

# 3
{
  "formula": "C4H3F3",
  "method": "the ωB97M-V functional and the def2-TZVPD basis",
  "elements": ["C", "C", "C", "F", "C", "F", "F", "H", "H", "H"],
  "coordinates": [[2.159602, -1.027750, -0.439339], [1.243520, -0.306134, -0.157724], [0.265414, 0.698136, 0.009933], [0.465026, 1.575434, 0.966667], [-1.419698, 0.078476, 0.347681], [-1.494858, -1.133810, 1.098540], [-2.035610, -0.173830, -0.862570], [2.723407, -1.749792, -0.935298], [0.093912, 1.241756, -0.937349], [-2.000712, 0.797513, 0.909461]],
  "forces_ev_per_a": [[-1.3, 0.4, -0.1], [1.2, -0.6, 0.1], [-5.1, -1.2, -1.1], [0.8, 1.4, 1.9], [1.9, -1.6, -0.7], [0.6, 2.0, -1.4], [0.7, 0.3, 1.1], [1.0, -0.7, 0.0], [0.1, -0.3, 0.3], [0.1, 0.4, 0.0]],
  "relative_energy_kcal_mol": 43.2,
  "charge": 0,
  "multiplicity": 1,
  "gap_ev": 11.35
}

# 4
{
  "formula": "C4H3F3N2OS",
  "method": "the ωB97M-V functional and the def2-TZVPD basis",
  "elements": ["C", "C", "C", "C", "N", "N", "O", "F", "F", "F", "S", "H", "H", "H"],
  "coordinates": [[0.707475, 1.828503, -0.025123], [0.237800, 0.635538, -0.563889], [-0.857846, -0.059790, -0.127570], [-1.004729, -1.565765, -0.227454], [1.102267, 0.098111, -1.515988], [2.107889, 0.717805, -1.759314], [0.042840, 0.078616, 2.046137], [-1.258201, -2.004230, -1.517229], [-2.045333, -2.078517, 0.489240], [0.142096, -2.147980, 0.175501], [2.197882, 2.080661, -0.675479], [0.158801, 2.547525, 0.528343], [-1.633355, 0.468546, 0.433150], [0.102414, -0.599023, 2.739677]],
  "forces_ev_per_a": [[-0.1, -0.7, -0.9], [0.7, 0.2, -1.0], [-0.8, -0.6, 3.5], [-0.2, -1.6, -1.0], [-2.6, -2.1, 0.3], [2.1, 1.5, 0.4], [-0.4, 0.2, -1.5], [0.5, 0.9, 1.1], [1.1, 1.0, -0.2], [-0.9, 0.1, -0.3], [1.0, 1.2, -0.4], [-0.2, 0.2, 0.8], [0.1, -0.3, -0.4], [-0.3, 0.0, -0.4]],
  "relative_energy_kcal_mol": 72.7,
  "charge": 0,
  "multiplicity": 1,
  "gap_ev": [7.08, 7.08]
}

# 5
{
  "formula": "C4H3FIrO5",
  "method": "the ωB97M-V functional and the def2-TZVPD basis",
  "elements": ["C", "C", "F", "H", "H", "H", "O", "C", "O", "O", "Ir", "O", "O", "C"],
  "coordinates": [[-1.243303, -0.308547, -0.212698], [-0.409891, -1.256027, 0.651111], [-2.429566, -0.044777, 0.424508], [-1.448811, -0.681630, -1.223629], [-0.180216, -0.764000, 1.606724], [-1.031581, -2.134754, 0.859472], [0.756260, -1.718775, 0.005763], [1.902947, -0.933116, -0.099524], [2.843047, -1.522472, -0.598401], [0.340918, 2.549530, 0.630989], [1.736925, 1.159310, 0.273801], [-0.040217, 2.601750, -1.551371], [-0.516242, 0.845617, -0.347331], [-0.280265, 2.207889, -0.419411]],
  "forces_ev_per_a": [[-1.6, -0.7, 0.0], [-1.0, 0.2, 0.6], [0.8, -0.2, -0.2], [-0.1, -0.2, 0.3], [-0.1, -0.1, -0.2], [0.3, 0.1, -0.1], [1.7, 1.4, -0.1], [-0.7, -3.4, -1.3], [-0.8, 2.1, 1.1], [1.4, 1.5, 3.0], [-0.1, -0.4, 0.5], [-1.7, 0.8, 1.8], [0.6, -0.6, 0.5], [1.2, -0.5, -5.8]],
  "relative_energy_kcal_mol": 12.4,
  "charge": 1,
  "multiplicity": 5,
  "gap_ev": [10.09, 6.12]
}

# 6
{
  "formula": "C4H3FLuO5",
  "method": "the ωB97M-V functional and the def2-TZVPD basis",
  "elements": ["O", "C", "O", "O", "C", "C", "O", "O", "C", "Lu", "F", "H", "H", "H"],
  "coordinates": [[4.695182, -0.662610, 0.267263], [5.826074, -0.959540, 0.296433], [6.945078, -1.189470, 0.290697], [0.272960, 0.182725, -0.226129], [-3.479432, -0.515067, 0.347371], [-0.883813, 0.454371, 0.224583], [-4.319967, -1.292948, 0.522733], [-3.245438, 0.502254, -0.361387], [-1.876981, 0.848732, -0.861752], [2.407012, -0.387029, 0.321115], [-0.918139, 1.405474, 1.194945], [-1.817405, -0.529669, 0.772571], [-1.743494, 0.216063, -1.748418], [-1.861641, 1.926710, -1.040029]],
  "forces_ev_per_a": [[-4.7, 0.7, 0.1], [5.6, -0.9, -0.2], [-2.1, 0.2, 0.1], [6.1, -2.2, 0.9], [-3.0, -0.7, -2.0], [-5.4, 0.4, 1.4], [2.6, 1.1, 1.0], [1.3, 0.9, 0.0], [-1.1, -0.9, -0.1], [-2.1, 0.9, -0.9], [0.7, -0.7, -0.1], [2.4, 0.8, -0.4], [0.0, 0.5, 0.1], [-0.3, -0.2, -0.1]],
  "charge": 3,
  "multiplicity": 1,
  "gap_ev": 5.86
}

Question: charge of number 5 (C4H3FIrO5)?
Answer: +1

Question: Number 1 is which compound?
Answer: C4H3CuFO6

Repeat the fifth record exactly.
{
  "formula": "C4H3FIrO5",
  "method": "the ωB97M-V functional and the def2-TZVPD basis",
  "elements": ["C", "C", "F", "H", "H", "H", "O", "C", "O", "O", "Ir", "O", "O", "C"],
  "coordinates": [[-1.243303, -0.308547, -0.212698], [-0.409891, -1.256027, 0.651111], [-2.429566, -0.044777, 0.424508], [-1.448811, -0.681630, -1.223629], [-0.180216, -0.764000, 1.606724], [-1.031581, -2.134754, 0.859472], [0.756260, -1.718775, 0.005763], [1.902947, -0.933116, -0.099524], [2.843047, -1.522472, -0.598401], [0.340918, 2.549530, 0.630989], [1.736925, 1.159310, 0.273801], [-0.040217, 2.601750, -1.551371], [-0.516242, 0.845617, -0.347331], [-0.280265, 2.207889, -0.419411]],
  "forces_ev_per_a": [[-1.6, -0.7, 0.0], [-1.0, 0.2, 0.6], [0.8, -0.2, -0.2], [-0.1, -0.2, 0.3], [-0.1, -0.1, -0.2], [0.3, 0.1, -0.1], [1.7, 1.4, -0.1], [-0.7, -3.4, -1.3], [-0.8, 2.1, 1.1], [1.4, 1.5, 3.0], [-0.1, -0.4, 0.5], [-1.7, 0.8, 1.8], [0.6, -0.6, 0.5], [1.2, -0.5, -5.8]],
  "relative_energy_kcal_mol": 12.4,
  "charge": 1,
  "multiplicity": 5,
  "gap_ev": [10.09, 6.12]
}